The following is a quantum chemistry calculation of a molecular structure, C13H16CdCl3NO4S3Si, from the Open Molecules 2025 dataset.

Each line ends with the Löwdin charge.
Geometry (Å):
Cd -0.547 0.615 0.327  1.1045
O 2.969 3.203 -1.332  0.1316
C 2.202 2.269 -0.781  -0.5217
O 1.497 1.527 -1.427  0.0068
C 2.306 2.197 0.703  -0.2222
C 3.158 2.988 1.449  0.0154
C 3.189 2.795 2.827  -0.0211
C 2.385 1.825 3.394  0.0274
C 1.535 1.092 2.571  -0.1647
N 1.507 1.283 1.260  0.0737
C 0.591 0.014 3.146  -0.6332
O 0.841 -0.378 4.276  0.0461
O -0.340 -0.363 2.362  -0.2140
H 2.804 3.214 -2.283  0.1392
H 3.773 3.730 0.961  0.1214
H 3.842 3.397 3.444  0.1144
H 2.389 1.618 4.455  0.1244
C 1.026 -2.196 -1.847  -0.5251
C -0.112 -1.937 -2.827  -0.5024
S -0.926 -0.325 -2.564  0.7962
C -2.686 -0.785 -2.532  -0.5340
C -3.117 -1.824 -1.507  -0.5077
S -2.793 -1.295 0.212  0.8109
C -1.854 -2.666 0.960  -0.5257
C -0.655 -3.199 0.193  -0.4893
S 0.663 -1.965 -0.080  0.8311
H 1.839 -1.490 -2.017  0.0682
H 1.412 -3.206 -1.987  0.0811
H -0.876 -2.711 -2.770  0.0597
H 0.292 -1.935 -3.838  0.0760
H -2.966 -1.120 -3.532  0.0804
H -3.182 0.167 -2.337  0.0497
H -2.639 -2.788 -1.672  0.0569
H -4.194 -1.962 -1.593  0.0757
H -2.549 -3.481 1.162  0.0802
H -1.533 -2.229 1.907  0.0506
H -0.940 -3.605 -0.777  0.0589
H -0.216 -4.010 0.773  0.0813
Cl -3.316 3.093 -1.044  0.1505
Si -1.793 2.785 0.325  -0.7859
Cl -2.579 3.358 2.143  0.1655
Cl -0.406 4.301 -0.106  0.1694

The value obtained for the HOMO-LUMO gap is 8.07 eV. As for the energy above the lowest of the compared OMol25 structures with the same formula, charge and spin: 0.2 kcal/mol. As for the HOMO energy: -8.37 eV.

The following is a quantum chemistry calculation of 2 unconnected molecules or ions with the total composition C2H4O4, from the Open Molecules 2025 dataset.

Each line ends with the Mulliken spin population.
Geometry (Å):
C -0.945 -1.621 -0.093  0.0149
C 0.292 -1.309 0.012  0.7461
O -0.666 1.673 -0.017  0.0112
O 2.126 -0.099 -0.249  0.8765
O 0.717 2.191 0.007  0.0108
O 1.502 -1.229 0.125  0.1903
H -1.702 -1.118 0.492  0.0839
H -1.375 -2.310 -0.758  0.0702
H -1.311 2.315 0.296  -0.0010
H 1.363 1.506 0.184  -0.0028

The value obtained for the HOMO-LUMO gap (spin up / spin down) is 7.83 / 7.25 eV. As for the energy above the lowest of the compared OMol25 structures with the same formula, charge and spin: 164.2 kcal/mol. As for the HOMO energy (spin up / spin down): -7.05 / -10.12 eV. As for the multiplicity: 3.